Computed, not measured: a structure of composition C26H33BF2N8O3Pb, with wB97M-V/def2-TZVPD.

Last column: Löwdin charge in e.
Atoms and positions in Å:
1 Pb 0.54 2.77 0.88  1.21
2 C -5.09 1.75 -1.71  -0.02
3 N -3.97 2.47 -1.09  -0.13
4 C -4.00 3.94 -1.08  -0.01
5 C -2.87 1.86 -0.61  -0.39
6 N -1.77 2.40 -0.25  0.05
7 N -3.07 0.44 -0.46  0.22
8 C -2.14 -0.49 -0.24  -0.33
9 N -2.42 -1.56 0.49  0.23
10 N 0.13 -1.07 -0.15  0.18
11 H -5.67 2.45 -2.30  0.10
12 H -5.78 1.32 -0.96  0.10
13 H -4.74 0.97 -2.38  0.10
14 H -5.03 4.26 -1.17  0.10
15 H -3.42 4.35 -1.91  0.11
16 H -3.62 4.32 -0.14  0.10
17 H -1.81 3.39 -0.48  0.01
18 H -4.02 0.16 -0.31  0.15
19 H -3.34 -1.69 0.88  0.15
20 H -1.88 -2.39 0.27  0.14
21 H 0.91 -1.07 -0.81  0.16
22 C 1.53 -4.00 4.03  -0.04
23 O 0.88 -2.88 3.43  -0.08
24 C 0.81 -1.74 4.15  -0.25
25 C 1.25 -1.59 5.46  0.01
26 C 1.12 -0.36 6.09  -0.04
27 C 0.55 0.73 5.45  -0.06
28 C 0.10 0.58 4.14  -0.03
29 C 0.23 -0.64 3.51  -0.18
30 N -0.24 -0.82 2.16  0.18
31 C 0.58 -0.72 1.12  -0.33
32 N 1.83 -0.38 1.28  0.19
33 C 2.60 0.28 0.25  -0.23
34 C 2.13 1.48 -0.28  -0.29
35 C 2.94 2.08 -1.25  -0.13
36 C 4.15 1.51 -1.63  -0.04
37 C 4.61 0.33 -1.06  0.01
38 C 3.82 -0.30 -0.10  -0.24
39 O 4.13 -1.45 0.54  -0.07
40 C 5.38 -2.07 0.19  -0.04
41 N -0.91 -0.31 -0.75  0.04
42 C -0.81 -0.17 -2.20  -0.13
43 C -0.29 0.96 -2.80  0.00
44 C -0.20 1.02 -4.18  -0.04
45 C -0.61 -0.06 -4.94  -0.03
46 C -1.12 -1.21 -4.34  0.01
47 C -1.22 -1.28 -2.96  -0.23
48 O -1.70 -2.34 -2.27  -0.10
49 C -1.91 -3.56 -3.01  -0.02
50 H 1.56 -4.78 3.28  0.10
51 H 0.97 -4.35 4.90  0.10
52 H 2.55 -3.74 4.33  0.10
53 H 1.69 -2.42 5.99  0.12
54 H 1.47 -0.26 7.11  0.12
55 H 0.45 1.68 5.95  0.12
56 H -0.35 1.41 3.61  0.06
57 H -1.09 -1.35 2.03  0.13
58 H 2.25 -0.52 2.19  0.18
59 H 2.65 3.02 -1.70  0.08
60 H 4.77 2.01 -2.37  0.12
61 H 5.56 -0.08 -1.35  0.12
62 H 5.42 -2.99 0.77  0.10
63 H 6.22 -1.43 0.46  0.10
64 H 5.41 -2.31 -0.87  0.10
65 H 0.03 1.79 -2.19  0.08
66 H 0.21 1.90 -4.66  0.12
67 H -0.55 -0.02 -6.02  0.12
68 H -1.45 -2.04 -4.95  0.12
69 H -2.10 -4.33 -2.28  0.10
70 H -1.02 -3.82 -3.59  0.11
71 H -2.77 -3.46 -3.67  0.10
72 F 1.57 5.25 -1.14  0.18
73 B 0.56 4.46 -0.83  -0.75
74 F -0.59 4.68 -1.50  0.10

Summary:
2S+1: 1
total charge: +2
calculated total energy: -2091.2862 a.u.
HOMO energy: -12.867 eV
energy relative to the best compared isomer or geometry (same formula, charge and spin): 2.876 eV

Computed, not measured: the molecule C5H9NO, with wB97M-V/def2-TZVPD.

Last column: Löwdin charge in e.
Atoms and positions in Å:
1 H 0.33 -2.00 -1.49  0.07
2 N 0.68 -1.08 -1.75  0.17
3 C 0.00 -0.11 -1.32  -0.51
4 C 0.38 1.32 -1.53  -0.02
5 O -1.19 -0.17 -0.58  -0.02
6 C -0.75 -0.75 0.62  -0.34
7 C -0.75 -0.06 1.93  -0.07
8 C 0.55 -0.24 1.19  -0.10
9 H 0.03 1.57 -2.53  0.09
10 H -0.13 1.95 -0.80  0.09
11 H 1.46 1.45 -1.45  0.09
12 H -0.88 -1.82 0.60  0.15
13 H -1.12 0.96 2.01  0.11
14 H -0.91 -0.70 2.79  0.10
15 H 1.02 0.68 0.84  0.10
16 H 1.27 -1.00 1.45  0.11

Summary:
2S+1: 1
calculated total energy: -325.8399 a.u.
SMILES: [H]/N=C(/C)OC1CC1
HOMO energy: -10.042 eV
energy relative to the best compared isomer or geometry (same formula, charge and spin): 2.658 eV

Computed, not measured: the ion C4H10BrN2 with charge +1 in a non-equilibrium geometry, with wB97M-V/def2-TZVPD.

Last column: Löwdin charge in e.
Atoms and positions in Å:
1 C -0.92 -0.27 1.96  -0.01
2 C -0.65 -0.32 0.37  -0.47
3 C -0.26 -1.66 -0.18  -0.05
4 N 0.39 0.59 0.00  0.03
5 C 0.49 1.20 -1.19  -0.70
6 N 1.62 1.71 -1.69  0.13
7 Br -0.98 1.22 -2.37  0.94
8 H -0.85 0.73 2.31  0.06
9 H -1.93 -0.79 2.10  0.12
10 H -0.23 -0.91 2.48  0.06
11 H -1.64 0.01 0.07  0.11
12 H -0.48 -1.83 -1.23  0.07
13 H -0.69 -2.58 0.34  0.12
14 H 0.82 -1.64 0.14  0.11
15 H 1.22 0.60 0.59  0.18
16 H 2.44 1.88 -1.04  0.18
17 H 1.64 2.06 -2.65  0.12

Summary:
2S+1: 1
total charge: +1
calculated total energy: -2841.6768 a.u.
SMILES: CC(C)/[NH+]=C(/N)Br
HOMO energy: -15.113 eV
energy relative to the best compared isomer or geometry (same formula, charge and spin): 0.486 eV

| no. | Kohn-Sham gap (Ha) |
| --- | --- |
| 1 | 0.269 |
| 2 | 0.409 |
| 3 | 0.413 |